Entry 1:
{"formula": "C41H38BaN5OS2", "method": "ωB97M-V/def2-TZVPD", "total_charge": 1, "e_tot_ha": -2755.95106, "spin_multiplicity": 1, "e_above_lowest_kcal_mol": 0.0, "species": ["Ba", "C", "C", "C", "C", "C", "C", "C", "N", "N", "C", "C", "C", "C", "C", "C", "N", "C", "C", "C", "C", "C", "C", "N", "H", "H", "H", "H", "H", "H", "H", "H", "H", "H", "H", "H", "H", "H", "H", "H", "H", "H", "H", "H", "C", "C", "C", "C", "C", "C", "C", "C", "C", "S", "C", "N", "H", "H", "H", "H", "H", "H", "H", "H", "O", "S", "C", "C", "C", "C", "C", "C", "C", "C", "C", "C", "C", "C", "H", "H", "H", "H", "H", "H", "H", "H", "H", "H"], "xyz": [[0.669, 0.765, -0.122], [0.798, 1.346, 3.662], [0.973, 2.753, 3.105], [2.372, 2.902, 2.551], [3.416, 3.358, 3.337], [4.683, 3.497, 2.760], [4.864, 3.170, 1.431], [3.747, 2.756, 0.693], [2.555, 2.564, 1.254], [-0.164, 0.554, 2.806], [-1.539, 0.980, 3.086], [-2.395, 1.474, 1.940], [-3.623, 1.966, 2.387], [-4.583, 2.296, 1.466], [-4.224, 2.188, 0.112], [-2.950, 1.785, -0.247], [-2.034, 1.375, 0.639], [-0.036, -0.879, 3.114], [1.348, -1.442, 2.919], [1.981, -2.203, 3.912], [3.164, -2.872, 3.625], [3.611, -2.828, 2.329], [2.952, -2.015, 1.410], [1.848, -1.300, 1.684], [0.449, 1.368, 4.715], [1.768, 0.831, 3.683], [0.798, 3.488, 3.912], [0.219, 2.926, 2.326], [3.231, 3.568, 4.403], [5.512, 3.816, 3.385], [5.826, 3.177, 0.950], [3.824, 2.494, -0.365], [-1.515, 1.751, 3.899], [-2.075, 0.130, 3.580], [-3.780, 1.992, 3.460], [-5.554, 2.613, 1.758], [-4.952, 2.468, -0.646], [-2.671, 1.716, -1.299], [-0.707, -1.437, 2.428], [-0.339, -1.078, 4.171], [1.516, -2.219, 4.917], [3.613, -3.500, 4.328], [4.490, -3.413, 2.060], [3.376, -1.955, 0.397], [-0.462, 3.926, -1.151], [0.164, 3.553, -2.482], [-0.272, 4.152, -3.682], [0.353, 3.834, -4.859], [1.415, 2.957, -4.821], [2.186, 2.642, -5.975], [3.195, 1.686, -5.948], [3.573, 1.075, -4.741], [2.869, 1.337, -3.526], [3.252, 0.578, -2.056], [1.759, 2.292, -3.589], [1.111, 2.621, -2.460], [-1.103, 4.830, -1.168], [0.312, 4.164, -0.437], [-1.103, 3.103, -0.812], [-1.135, 4.813, -3.673], [0.004, 4.186, -5.804], [1.893, 3.144, -6.897], [3.693, 1.429, -6.853], [4.384, 0.377, -4.731], [-0.503, -1.448, -1.409], [-1.912, -2.112, -1.223], [-2.480, -3.208, -2.514], [-1.830, -4.112, -3.347], [-2.567, -4.962, -4.143], [-3.939, -4.941, -4.098], [-4.589, -4.024, -3.310], [-3.875, -3.126, -2.524], [-1.740, -3.319, 0.038], [-2.780, -3.435, 0.972], [-2.607, -4.247, 2.098], [-1.469, -5.027, 2.202], [-0.507, -5.004, 1.237], [-0.588, -4.101, 0.161], [-0.729, -4.206, -3.323], [-2.066, -5.713, -4.739], [-4.507, -5.629, -4.714], [-5.648, -4.007, -3.290], [-4.375, -2.472, -1.826], [-3.713, -2.915, 0.820], [-3.333, -4.185, 2.890], [-1.327, -5.648, 3.095], [0.346, -5.708, 1.294], [0.186, -4.076, -0.598]], "forces_ev_per_angstrom": [[0.839, -0.200, -0.814], [-0.581, -0.872, -0.062], [0.213, 0.223, 0.426], [0.074, 0.349, -0.599], [-0.024, 0.081, 0.260], [-0.104, -0.299, 0.428], [-0.660, -0.059, -0.187], [0.491, -0.347, 0.261], [-0.567, 0.425, 0.298], [0.875, 0.221, 0.632], [0.265, -0.212, 0.871], [0.118, -0.103, -0.066], [0.252, -0.320, -0.160], [0.933, -0.267, -0.940], [-0.496, 0.455, 0.050], [-0.608, -0.404, -0.084], [-0.368, 0.208, 1.567], [-0.115, -0.225, 0.472], [0.061, -0.457, -0.030], [-0.740, 0.754, 0.527], [-1.515, 0.526, -0.733], [0.429, 0.082, -0.356], [0.479, 0.117, -0.536], [0.641, -0.659, 0.001], [-0.031, -0.081, -0.373], [-0.341, 0.065, -0.144], [0.151, -0.200, -0.481], [0.221, 0.132, 0.088], [0.207, 0.057, -0.654], [-0.030, -0.004, -0.150], [0.171, 0.265, -0.032], [0.008, 0.004, 0.260], [-0.123, -0.329, -0.791], [0.185, 0.521, -0.489], [-0.205, 0.135, -0.122], [-0.644, 0.260, 0.138], [0.267, -0.124, 0.036], [-0.075, 0.044, 0.167], [0.146, 0.186, 0.427], [-0.031, 0.026, -0.555], [0.420, -0.151, -0.715], [0.741, -0.662, 1.085], [-0.247, 0.304, -0.220], [-0.437, 0.200, 0.352], [-0.523, 0.282, -0.439], [0.098, 0.006, -0.333], [-0.384, 0.084, 0.108], [-0.649, 0.110, 0.893], [2.091, -1.698, -0.040], [-0.072, -0.492, -0.341], [-1.077, 1.146, 0.863], [-1.506, 0.642, 1.339], [-0.336, 0.582, -2.122], [0.297, -0.814, 1.141], [0.727, 0.228, -0.922], [-0.926, 0.377, 1.000], [0.270, -0.533, -0.389], [0.336, -0.267, 0.409], [0.322, 0.359, 0.204], [0.210, 0.014, 0.071], [-0.108, 0.459, -0.456], [0.220, -0.218, 0.060], [0.405, -0.093, -0.529], [0.273, -0.294, 0.123], [-2.110, -1.274, 0.180], [2.001, 1.579, -0.404], [-0.679, 0.300, -0.359], [1.460, 0.264, 0.651], [0.560, -0.436, 0.031], [-0.483, -0.098, -0.517], [0.258, 0.440, 0.394], [0.320, -0.825, -0.151], [0.292, -0.820, 1.012], [0.597, -0.229, 0.153], [-0.070, 0.728, -0.739], [-0.497, -0.336, 1.481], [1.477, -0.010, -1.419], [-0.503, -0.508, 0.370], [-0.708, 0.220, -0.077], [0.085, 0.140, -0.080], [0.000, 0.016, 0.085], [-0.856, 0.048, 0.026], [-0.173, 0.254, -0.177], [-0.019, 0.332, 0.090], [-0.227, -0.337, 0.081], [-0.114, 0.156, -0.447], [-0.540, 0.667, -0.005], [0.013, 0.185, 0.127]]}

=====

Entry 2:
{"formula": "C25H36FI2N4O2S", "method": "ωB97M-V/def2-TZVPD", "total_charge": 1, "e_tot_ha": -2436.46461, "spin_multiplicity": 1, "species": ["C", "O", "C", "C", "C", "I", "C", "C", "I", "N", "C", "C", "C", "C", "C", "C", "N", "C", "C", "C", "C", "C", "C", "C", "C", "C", "S", "C", "N", "N", "C", "O", "C", "C", "F", "H", "H", "H", "H", "H", "H", "H", "H", "H", "H", "H", "H", "H", "H", "H", "H", "H", "H", "H", "H", "H", "H", "H", "H", "H", "H", "H", "H", "H", "H", "H", "H", "H", "H", "H", "H"], "xyz": [[-1.375, 5.450, -0.441], [-1.290, 4.004, -0.547], [0.099, 3.549, -0.413], [0.260, 2.150, 0.345], [1.085, 2.332, 1.692], [0.243, 3.930, 3.002], [2.643, 2.632, 1.685], [3.166, 3.934, 0.921], [3.140, 3.048, 3.822], [-1.114, 1.851, 0.942], [-1.466, 0.579, 0.983], [-0.367, -0.426, 0.292], [-1.351, -1.470, -0.409], [-0.937, -3.030, -0.346], [0.238, -3.458, -1.345], [0.339, -5.084, -1.395], [0.066, -5.722, -0.067], [0.398, -1.122, 1.504], [-0.208, -1.180, 2.958], [0.522, -1.908, 4.147], [1.892, -2.624, 3.974], [2.507, -2.564, 2.551], [1.781, -1.867, 1.382], [0.354, 0.776, -0.540], [-0.160, 0.884, -2.089], [-1.632, 1.485, -2.297], [-2.570, 0.440, -3.562], [-3.953, -0.438, -2.735], [-5.026, -1.235, -3.305], [-5.810, -1.735, -2.304], [-5.343, -1.306, -1.010], [-4.220, -0.518, -1.353], [1.951, 0.626, -0.825], [2.371, -0.467, -1.905], [2.539, 1.885, -1.296], [-0.499, 5.986, -0.947], [-2.329, 5.794, -0.974], [-1.491, 5.704, 0.672], [0.509, 3.452, -1.494], [0.649, 4.432, 0.049], [0.918, 1.386, 2.340], [3.356, 1.779, 1.445], [4.316, 3.992, 0.934], [2.817, 4.860, 1.524], [2.768, 4.083, -0.137], [-1.802, 2.472, 1.386], [-2.469, 0.320, 1.455], [-2.350, -1.430, 0.179], [-1.648, -1.271, -1.490], [-0.817, -3.434, 0.727], [-1.878, -3.587, -0.738], [-0.066, -3.124, -2.401], [1.271, -3.055, -1.090], [1.417, -5.369, -1.710], [-0.351, -5.496, -2.208], [0.817, -5.494, 0.601], [0.052, -6.745, -0.181], [-1.218, -0.738, 3.246], [0.041, -1.966, 5.193], [2.446, -3.177, 4.808], [3.528, -3.062, 2.387], [2.331, -1.903, 0.369], [0.553, 1.493, -2.744], [-0.212, -0.159, -2.588], [-1.505, 2.506, -2.827], [-2.246, 1.691, -1.367], [-5.735, -1.542, 0.028], [2.508, 0.373, 0.135], [1.585, -1.243, -2.171], [2.636, 0.080, -2.887], [3.324, -1.010, -1.541]], "forces_ev_per_angstrom": [[-0.828, 0.642, 0.225], [1.193, -0.152, 0.287], [0.292, 1.043, -1.986], [-2.484, 0.861, 0.744], [1.381, -1.329, 0.930], [-1.683, -0.248, -1.345], [0.987, 0.928, -0.214], [-0.236, 1.120, 0.669], [1.572, -1.099, -0.551], [-1.712, -3.414, 0.214], [1.693, 1.328, -0.190], [-2.051, 1.627, 1.622], [-0.676, -1.794, 0.006], [-0.641, -0.290, -0.529], [-0.648, -1.083, 0.100], [1.225, 0.207, -0.364], [0.145, 0.142, -0.635], [2.305, -2.021, 3.930], [2.979, -1.683, -0.233], [1.712, -0.452, -2.587], [-2.043, 2.176, -3.621], [-2.954, 1.290, 0.875], [-0.874, 0.201, 2.072], [3.260, 0.361, -2.044], [-1.362, -0.211, -0.015], [0.224, 0.978, -0.381], [-1.193, -0.431, 1.278], [-5.133, -3.317, 1.711], [2.972, 2.148, 1.946], [1.683, 1.458, 3.741], [0.542, -0.152, -7.244], [0.914, 0.637, 0.810], [0.802, -1.396, 0.222], [0.654, 0.221, -0.444], [-1.413, -1.537, 0.881], [-1.100, -0.817, 0.850], [1.363, -0.705, 0.726], [0.489, -0.045, -1.637], [-0.441, -0.032, 1.775], [-0.359, -1.723, -0.139], [0.329, 1.523, -1.105], [-1.471, 0.782, 0.248], [-1.874, -0.366, -0.102], [0.509, -1.427, -1.033], [0.702, -0.628, 1.328], [0.938, 0.637, -0.468], [1.527, 0.154, -0.714], [1.676, -0.018, -0.979], [0.701, 0.195, 1.426], [0.111, 0.877, -1.736], [1.470, 0.907, 0.624], [0.627, -0.292, 1.461], [-1.503, -0.370, -0.205], [-1.621, 0.647, 0.070], [0.720, 0.553, 1.379], [-0.476, -0.213, -0.579], [0.061, 0.734, 0.115], [1.525, -0.569, -0.660], [0.660, 0.313, -2.035], [-1.113, 1.044, -1.314], [-1.815, 0.909, 0.056], [-1.126, 0.131, 1.827], [-0.827, -0.783, 1.312], [0.433, 1.608, 1.255], [-0.527, -1.683, 0.883], [0.735, -0.473, -1.266], [0.922, 0.659, -1.673], [-0.865, 0.598, -1.142], [0.947, 1.070, 0.640], [-0.388, -0.847, 1.594], [-1.539, 0.892, -0.661]]}

=====

Entry 3:
{"formula": "C4H12N3", "method": "ωB97M-V/def2-TZVPD", "total_charge": 1, "e_tot_ha": -323.57843, "spin_multiplicity": 1, "smiles": "N/C=C(\\[NH3+])CCN", "e_above_lowest_kcal_mol": 62.6, "species": ["C", "C", "C", "C", "N", "N", "N", "H", "H", "H", "H", "H", "H", "H", "H", "H", "H", "H", "H"], "xyz": [[0.573, 0.948, -1.567], [-0.465, 0.869, -0.343], [-0.343, -0.256, 0.625], [0.198, -0.346, 1.878], [0.282, -1.379, 2.768], [-0.917, -1.558, 0.075], [0.262, 1.981, -2.540], [1.599, 0.881, -1.102], [0.663, -0.066, -2.011], [-0.484, 1.895, 0.072], [-1.440, 0.766, -0.759], [0.627, 0.589, 2.351], [0.177, -1.199, 3.736], [1.043, -2.020, 2.738], [-0.352, -2.028, -0.643], [-0.941, -2.133, 0.918], [-1.900, -1.376, -0.325], [0.645, 1.618, -3.474], [0.772, 2.814, -2.397]], "forces_ev_per_angstrom": [[0.845, -1.941, 1.831], [1.024, 1.288, -0.947], [1.241, -0.827, 1.151], [0.444, 3.260, -0.684], [-0.827, -2.333, -0.493], [-1.076, 1.170, -0.072], [0.550, -2.500, -1.925], [-0.616, 1.178, -0.197], [-0.870, 0.485, -0.479], [0.179, -0.782, 0.468], [-0.985, 0.027, -0.665], [-0.868, -0.483, -1.246], [-0.393, 0.929, 0.744], [0.577, -0.520, -0.803], [-0.102, 0.285, 0.205], [-0.389, -0.639, 0.077], [1.746, -0.509, 0.806], [-1.029, 0.844, 1.670], [0.549, 1.067, 0.560]]}